(1)
103
Properties=species:S:1:pos:R:3:mulliken_charge:R:1 method="wB97M-V/def2-TZVPD" charge=-1 e_homo_ev=-5.19 multiplicity=1
C 0.844 0.618 2.494 -0.807
C 1.508 -0.328 1.374 0.222
O 0.718 -1.461 1.060 -0.339
C -0.443 -1.116 0.320 -0.298
C -1.509 -2.270 0.540 -0.539
O -1.481 -2.711 1.880 -0.404
Ga -2.890 -2.043 2.927 0.277
C -4.101 -0.682 1.999 -0.859
S -5.243 0.196 3.140 -0.203
C -6.003 1.640 2.287 -0.322
C -6.110 1.521 0.728 -0.879
O -3.973 -3.572 3.422 -0.601
C -4.666 -3.933 2.388 0.652
N -5.335 -3.964 1.456 -0.678
H 1.525 0.747 3.363 0.246
H -0.158 0.208 2.771 0.169
H 0.675 1.617 2.024 0.258
H 1.811 0.276 0.483 -0.126
H 2.452 -0.703 1.854 0.250
H -0.938 -0.169 0.656 0.216
H -0.227 -1.016 -0.776 0.259
H -2.520 -2.008 0.145 0.327
H -1.148 -3.139 -0.088 0.303
H -2.226 -1.440 4.267 -0.328
H -4.751 -1.260 1.285 0.439
H -3.534 0.093 1.422 0.312
H -7.052 1.725 2.674 0.265
H -5.507 2.597 2.595 0.275
H -5.318 0.904 0.251 0.234
H -7.099 1.143 0.371 0.242
H -5.997 2.555 0.299 0.292
C 3.977 3.460 -2.100 -0.907
C 2.906 2.775 -1.225 1.113
C 1.486 3.347 -1.330 0.088
F 1.424 4.655 -1.011 -0.224
F 0.661 2.702 -0.475 -0.215
F 3.337 2.757 0.056 -0.302
F 2.857 1.471 -1.618 -0.347
O 4.787 4.474 -1.495 -0.384
C 4.278 5.766 -1.405 0.723
C 3.990 6.201 0.038 0.177
F 3.190 5.327 0.674 -0.200
F 3.361 7.401 0.047 -0.270
F 3.210 5.888 -2.213 -0.297
F 5.231 6.581 -1.922 -0.300
H 4.692 2.677 -2.356 0.447
H 3.571 3.792 -3.057 0.335
H 1.083 3.215 -2.339 0.264
H 4.919 6.286 0.605 0.246
C 3.683 -3.848 5.089 -0.667
C 2.589 -4.512 5.950 0.823
C 1.185 -3.912 5.846 0.164
F 1.146 -2.609 6.177 -0.216
F 0.343 -4.552 6.697 -0.294
F 3.011 -4.551 7.237 -0.290
F 2.504 -5.811 5.542 -0.329
O 4.515 -2.862 5.709 -0.425
C 4.035 -1.556 5.805 0.794
C 3.747 -1.132 7.251 0.183
F 2.924 -1.995 7.875 -0.203
F 3.147 0.081 7.272 -0.256
F 2.976 -1.401 4.996 -0.238
F 5.008 -0.757 5.308 -0.317
H 4.379 -4.648 4.831 0.393
H 3.292 -3.498 4.132 0.351
H 0.786 -4.028 4.833 0.293
H 4.675 -1.074 7.825 0.235
C 6.792 6.542 -4.788 -0.720
C 6.815 5.014 -5.000 1.107
C 7.820 4.479 -6.024 0.012
F 7.645 4.993 -7.255 -0.224
F 7.682 3.134 -6.142 -0.278
F 5.560 4.595 -5.285 -0.297
F 7.133 4.458 -3.797 -0.326
O 5.817 7.296 -5.515 -0.427
C 6.099 7.647 -6.834 0.834
C 5.198 6.930 -7.848 0.216
F 5.226 5.593 -7.688 -0.209
F 5.613 7.192 -9.109 -0.265
F 7.410 7.469 -7.083 -0.286
F 5.877 8.976 -6.927 -0.295
H 6.511 6.692 -3.747 0.312
H 7.786 6.984 -4.874 0.363
H 8.846 4.681 -5.703 0.298
H 4.162 7.262 -7.743 0.239
C -7.638 -7.531 -2.298 -0.744
C -8.677 -8.291 -1.448 0.891
C -10.137 -7.860 -1.606 0.115
F -10.341 -6.564 -1.315 -0.198
F -10.923 -8.576 -0.759 -0.283
F -8.296 -8.251 -0.155 -0.261
F -8.604 -9.604 -1.823 -0.339
O -6.942 -6.446 -1.689 -0.376
C -7.572 -5.198 -1.646 0.764
C -7.950 -4.768 -0.224 0.794
F -8.695 -5.708 0.404 -0.242
F -8.692 -3.631 -0.260 -0.281
F -8.623 -5.192 -2.497 -0.299
F -6.686 -4.313 -2.144 -0.288
H -6.849 -8.254 -2.513 0.403
H -8.036 -7.251 -3.275 0.318
H -10.489 -8.048 -2.625 0.268
H -7.054 -4.586 0.376 -0.103

***

(2)
14
Properties=species:S:1:pos:R:3:mulliken_charge:R:1 method="wB97M-V/def2-TZVPD" relative_energy_kcal_mol=14.2 e_homo_ev=-9.78 smiles="C=C[C@@H]1N=CNC1=O" multiplicity=1
C 2.489 -0.039 -0.509 -0.623
C 1.570 -0.867 0.009 -0.470
C 0.223 -0.418 0.551 0.639
N -0.798 -1.482 0.320 -0.575
C -1.773 -0.877 -0.293 -0.099
N -1.578 0.552 -0.470 -0.125
C -0.364 0.902 0.157 0.229
O 0.106 2.026 0.345 -0.610
H 2.264 1.026 -0.763 0.246
H 3.501 -0.490 -0.771 0.228
H 1.735 -1.944 0.217 0.300
H 0.322 -0.348 1.686 0.245
H -2.671 -1.380 -0.691 0.368
H -2.236 1.234 -0.881 0.247

***

(3)
35
Properties=species:S:1:pos:R:3:mulliken_charge:R:1 method="wB97M-V/def2-TZVPD" relative_energy_kcal_mol=9.9 e_homo_ev=-8.46 smiles=CN(C)[C@@H](c1ccccc1)n1nnc2ccccc21 multiplicity=1
C 1.084 1.741 1.824 -0.918
N -0.167 1.050 1.606 0.164
C -1.202 1.334 2.596 -0.890
C -0.076 -0.102 0.812 -0.402
C -1.433 -0.746 0.533 0.417
C -2.687 -0.114 0.499 -0.165
C -3.836 -0.874 0.789 -0.753
C -3.725 -2.259 1.004 -0.362
C -2.473 -2.888 0.919 -0.703
C -1.339 -2.126 0.629 -0.371
N 0.625 0.312 -0.511 0.616
N -0.312 1.076 -1.162 -0.039
N 0.144 1.498 -2.319 -1.006
C 1.415 0.968 -2.501 0.397
C 2.279 1.049 -3.629 -0.587
C 3.468 0.330 -3.591 -0.395
C 3.826 -0.418 -2.464 -0.540
C 2.982 -0.490 -1.327 -0.714
C 1.751 0.200 -1.380 0.729
H 0.891 2.520 2.575 0.383
H 1.866 1.052 2.187 0.262
H 1.418 2.201 0.879 0.233
H -0.772 2.060 3.286 0.331
H -2.064 1.817 2.116 0.292
H -1.526 0.465 3.160 0.310
H 0.731 -0.852 1.177 0.243
H -2.780 0.971 0.316 0.566
H -4.805 -0.383 0.884 0.363
H -4.628 -2.849 1.196 0.355
H -2.374 -3.960 1.105 0.353
H -0.341 -2.592 0.619 0.329
H 1.946 1.669 -4.471 0.391
H 4.122 0.342 -4.456 0.369
H 4.777 -0.954 -2.477 0.362
H 3.213 -1.047 -0.424 0.381

***

(4)
19
Properties=species:S:1:pos:R:3:mulliken_charge:R:1 method="wB97M-V/def2-TZVPD" relative_energy_kcal_mol=323.8 e_homo_ev=-8.55 multiplicity=1
C 2.265 -1.004 -0.026 -0.656
C 0.250 -0.142 -0.588 -0.833
C -0.658 -0.820 0.467 -0.393
C -0.993 0.531 -0.071 0.998
C -0.981 1.641 0.802 -0.883
H 2.454 -1.771 -0.979 0.216
H 3.365 -0.863 0.114 0.331
H 1.740 -1.442 0.808 0.217
H 2.034 0.872 -1.020 0.268
H -0.012 -0.594 -1.484 0.358
H 0.007 -0.935 1.261 0.471
H -2.191 -1.279 -0.629 0.205
H -2.413 2.798 0.322 0.169
H 0.770 2.082 0.452 0.227
H -1.098 1.226 2.645 0.188
H -2.720 1.196 -0.715 0.210
N 1.673 0.239 -0.318 -0.306
O -1.989 0.516 -1.124 -0.518
S -1.503 -2.252 0.084 -0.268

***

The records above give, respectively, E_tot values of -7186.8914; -378.8483; -800.1241; -724.8089 hartree.
The records above give, respectively, F_max values of 4.0; 2.7; 2.9; 5.4 eV/A.
The records above give, respectively, frontier orbital gap values of 6.68; 10.60; 9.15; 7.36 eV.